# 1
80
Properties=species:S:1:pos:R:3:forces:R:3:lowdin_charge:R:1 method="wB97M-V/def2-TZVPD" homo_ev=-6.702 total_energy_ev=-135215.8965 total_charge=0 e_above_lowest_kcal_mol=0.5 spin_multiplicity=1 lumo_energy_ev=-0.60 orbital_gap_ha=0.224
N 3.91887 5.53885 -0.80756 -0.08 0.45 -0.05 0.036
C 3.34539 5.32742 0.38050 0.31 -0.81 -0.09 -0.156
C 3.37945 4.08395 1.01715 0.50 -0.01 -0.72 -0.044
C 4.04208 3.00659 0.37179 0.57 0.94 -0.05 -0.226
C 4.67782 3.25837 -0.87290 -0.34 0.61 0.30 -0.024
C 4.58003 4.54629 -1.41159 -0.10 -0.58 0.61 -0.147
C 3.97192 1.68677 0.94837 0.87 -1.07 -0.14 -0.065
Pd -0.21293 -2.94448 -1.07836 0.06 -0.48 1.44 0.341
P -2.35813 -3.17180 0.48132 1.68 -0.33 -0.68 0.877
C 4.43728 0.55469 0.32347 -0.11 1.22 0.91 -0.029
C 3.69731 -0.67323 0.41828 -0.60 -1.35 0.78 -0.254
C 3.84464 -1.69732 -0.54066 -0.13 0.08 0.62 -0.049
C 2.80092 -2.61214 -0.74447 0.17 0.61 0.33 -0.130
C 1.58767 -2.37651 -0.09101 -1.95 -0.91 -0.72 -0.249
C 1.54442 -1.62033 1.07590 1.17 0.49 -0.01 -0.121
C 2.62825 -0.78537 1.35145 -0.01 -0.59 -0.41 -0.054
Br -1.79989 -4.40246 -2.52657 0.24 0.37 -0.58 0.112
H 3.43936 1.60235 1.90998 -0.30 -0.02 -0.96 0.102
H 5.29443 0.55939 -0.35404 -0.58 0.32 -0.33 0.116
H 2.92133 3.95610 1.99865 0.09 -0.09 -0.25 0.104
H 5.23133 2.47845 -1.41017 -0.37 0.35 0.27 0.107
H 2.83786 6.16862 0.85899 0.16 -0.13 -0.25 0.104
H 5.05419 4.78223 -2.36933 -0.19 -0.03 0.31 0.105
H 4.73993 -1.69736 -1.16256 -0.19 -0.12 0.05 0.116
H 2.65532 -0.18131 2.25372 -0.23 -0.01 -0.21 0.094
H 2.91358 -3.42658 -1.44933 -0.14 0.24 -0.29 0.097
H 0.68360 -1.67702 1.73120 0.02 0.31 -0.16 0.068
P -0.16835 -1.02331 -2.31165 0.82 -1.07 -0.21 0.897
C -1.97395 -2.86404 2.22947 0.04 0.03 0.41 -0.419
C -2.54807 -3.85988 3.22911 0.12 0.13 0.40 -0.153
H -2.28385 -1.83301 2.45130 0.08 -0.21 0.08 0.069
H -0.87510 -2.87996 2.27302 -0.36 0.01 0.20 0.044
H -2.24321 -3.55031 4.23433 -0.18 -0.16 0.01 0.068
H -3.64243 -3.90581 3.19114 0.20 0.00 0.02 0.064
H -2.15015 -4.86917 3.07227 -0.12 0.20 -0.02 0.068
C -3.25078 -4.76929 0.30132 0.05 0.18 -0.31 -0.468
C -4.75528 -4.65241 0.40094 -0.55 -0.50 0.15 -0.169
H -2.81369 -5.47497 1.02473 -0.22 0.25 -0.10 0.075
H -2.97779 -5.14292 -0.71611 -0.24 0.32 1.11 -0.082
H -5.19370 -5.64543 0.24664 -0.13 0.17 0.02 0.073
H -5.08966 -4.28855 1.38189 0.03 -0.08 -0.24 0.057
H -5.16042 -3.98780 -0.37673 0.16 -0.23 0.22 0.070
C -3.40124 -1.73834 -0.00295 0.00 -0.46 -0.11 -0.421
C -4.62237 -1.42056 0.84211 -0.33 0.22 0.01 -0.139
H -3.68796 -1.92828 -1.04246 0.05 0.00 0.14 0.056
H -2.71756 -0.87666 -0.00120 -0.01 -0.28 0.00 0.048
H -5.06284 -0.48191 0.47840 -0.01 -0.14 0.19 0.074
H -5.38758 -2.20055 0.77033 0.19 0.29 0.11 0.049
H -4.35652 -1.27664 1.89563 -0.10 -0.04 -0.13 0.066
C -1.42727 0.29052 -2.42335 0.13 0.13 0.28 -0.371
C -2.83395 -0.10778 -2.87540 -0.27 0.19 -0.08 -0.128
H -0.99729 0.98548 -3.15907 -0.12 -0.08 0.25 0.074
H -1.43990 0.77480 -1.43282 -0.01 0.02 -0.39 0.056
H -3.22647 0.69889 -3.50935 0.00 -0.28 0.09 0.077
H -2.85677 -1.03913 -3.45836 -0.05 0.24 0.22 0.067
H -3.50954 -0.19702 -2.01767 0.20 -0.05 -0.38 0.046
C -0.24079 -1.88432 -3.91793 0.02 0.57 0.10 -0.472
C 0.89708 -2.89330 -4.05546 0.01 -0.18 -0.27 -0.201
H -0.21246 -1.09595 -4.67113 -0.05 -0.18 -0.49 0.086
H -1.20515 -2.42025 -3.90788 0.47 0.39 -0.34 -0.037
H 0.72556 -3.48615 -4.95866 0.11 -0.04 0.12 0.075
H 1.88519 -2.42766 -4.14494 -0.17 0.02 0.05 0.061
H 0.91413 -3.58322 -3.19204 -0.01 0.27 -0.45 0.007
C 1.44556 -0.15358 -2.29342 0.15 0.05 0.34 -0.347
C 1.44997 1.35225 -2.09061 0.07 0.22 -0.20 -0.122
H 1.98108 -0.46883 -3.19883 -0.10 0.22 0.10 0.088
H 2.00503 -0.56775 -1.44996 -0.23 0.08 -0.45 0.026
H 2.46279 1.72772 -2.28480 -0.23 0.08 0.17 0.073
H 0.76393 1.86678 -2.76997 0.18 0.12 0.16 0.061
H 1.18491 1.58781 -1.04874 0.08 0.02 -0.37 0.048
C -0.27153 3.12479 0.84109 -0.46 0.60 0.34 -0.241
S 0.05897 1.52857 1.58818 0.34 -0.86 -0.69 0.800
C -0.61042 1.80741 3.22023 -0.15 0.15 0.14 -0.254
O -0.84947 0.53890 0.90992 0.10 0.40 0.30 -0.552
H 0.60873 3.77437 0.95837 -0.29 -0.22 -0.05 0.037
H -1.14310 3.55841 1.35573 0.22 0.03 -0.38 0.059
H -0.49218 2.97754 -0.22506 0.14 -0.09 0.40 0.054
H -1.69659 1.89417 3.13176 0.09 0.03 0.06 0.063
H -0.34259 0.94968 3.84496 -0.07 0.13 -0.18 0.055
H -0.17073 2.71672 3.63906 -0.06 -0.08 -0.02 0.059

# 2
87
Properties=species:S:1:pos:R:3:forces:R:3:lowdin_charge:R:1 method="wB97M-V/def2-TZVPD" homo_ev="-19.755 / -19.762" s_squared=0.778 total_energy_ev=-136331.9953 total_charge=+4 spin_multiplicity=2 lumo_energy_ev="-14.53 / -15.21" orbital_gap_ha="0.192 / 0.167"
W 0.64480 -0.69821 -1.65172 -2.43 0.20 -2.86 1.627
C 5.78310 -2.23551 3.56928 0.00 0.13 -0.76 -0.013
C 4.68260 -1.25601 4.00348 1.71 -1.05 0.97 -0.276
C 4.13890 -1.74551 5.35118 -0.27 0.18 -0.30 -0.117
C 3.06430 -0.80371 5.85568 -0.40 -0.62 -0.11 -0.081
C 1.99760 -0.63821 4.81428 -0.06 0.42 2.23 -0.030
C 0.70030 -0.28241 5.21648 -0.25 0.01 -0.40 0.152
C -0.29860 -0.10431 4.26928 -0.84 0.38 2.22 -0.151
F -1.53310 0.22589 4.67168 1.49 -0.40 -0.75 0.174
C -0.03230 -0.25811 2.92078 -0.14 -0.57 -0.91 0.101
C 1.26570 -0.59351 2.50988 1.04 -0.74 -1.68 -0.027
C 1.53840 -0.72881 1.05328 4.91 -0.48 4.91 -0.247
O 0.58010 -0.69821 0.28978 -2.15 -0.02 -1.48 -0.182
C 2.95250 -0.87991 0.64468 -3.36 0.47 -0.38 0.014
C 3.84450 -1.06371 1.63128 1.80 -0.48 2.47 0.108
N 3.59900 -1.14171 2.99718 -2.71 1.57 -0.78 0.115
C 2.30340 -0.79161 3.44608 1.26 -0.71 -2.24 0.000
C 3.44420 -0.82451 -0.80732 8.46 -0.86 3.97 -0.490
O 4.70570 -0.90431 -0.95372 -5.56 0.37 -0.07 0.153
O 2.58210 -0.69821 -1.71642 -4.21 0.87 -2.34 -0.131
H 6.49460 -2.41121 4.38388 -0.29 0.18 -0.10 0.116
H 6.36510 -1.84571 2.72868 0.03 -0.10 0.12 0.091
H 5.36170 -3.20221 3.27158 0.01 0.10 0.14 0.109
H 5.13610 -0.26471 4.13818 -0.28 0.03 -0.19 0.180
H 4.94470 -1.80271 6.09298 -0.06 0.06 -0.40 0.155
H 3.72590 -2.75831 5.24578 0.15 0.12 -0.02 0.150
H 3.49180 0.17889 6.08828 -0.07 0.14 0.04 0.169
H 2.63790 -1.21151 6.77968 -0.12 0.36 -0.09 0.156
H 0.45770 -0.14621 6.26598 0.10 -0.04 -0.04 0.171
H -0.82390 -0.10941 2.19238 0.07 -0.52 0.29 0.099
H 4.89300 -1.16291 1.36328 -0.08 -0.12 -0.03 0.161
C -4.90180 -3.04421 -1.96712 -0.63 -0.05 -0.49 -0.066
C -3.92760 -3.64281 -0.96482 -0.16 0.00 0.49 -0.191
C -2.51170 -3.41371 -1.37572 0.51 1.28 0.79 -0.520
N -1.83970 -2.30421 -1.15422 -0.45 -1.33 -0.39 -0.034
N -0.55320 -2.37131 -1.65172 0.08 1.79 0.12 -0.194
C -0.29210 -3.52421 -2.22472 1.52 -2.70 -1.39 -0.627
N 0.89090 -3.85361 -2.77592 -0.50 0.53 1.04 0.180
S -1.61090 -4.62501 -2.19552 0.43 -0.10 -0.35 1.296
H -5.93280 -3.20931 -1.63892 0.22 -0.16 -0.02 0.115
H -4.78310 -3.49871 -2.95662 -0.10 0.03 0.10 0.109
H -4.74780 -1.96481 -2.07312 -0.48 -2.35 0.15 -0.009
H -4.13330 -4.71311 -0.84732 0.25 0.12 -0.04 0.133
H -4.09150 -3.18251 0.01678 0.20 -0.07 -0.10 0.129
H 1.67590 -3.26611 -2.51612 0.15 -0.22 -0.46 0.106
H 1.11720 -4.83601 -2.86802 0.01 -0.04 -0.37 0.146
C -2.05710 3.63169 -3.99792 -0.48 -0.01 1.11 -0.162
Si -0.80630 2.25989 -3.81112 0.59 1.11 -3.77 0.298
C -1.18110 0.90649 -5.04162 -0.14 -0.64 0.44 -0.201
C 0.89130 2.92749 -4.19782 0.31 -0.11 0.72 -0.192
Ge -0.86050 1.40399 -1.65172 1.46 -1.28 0.16 0.644
Si 0.05280 2.87479 -0.10212 1.30 2.18 1.07 0.315
C 1.87750 3.09559 -0.43302 0.03 -0.29 -0.26 -0.181
C -0.13580 2.19279 1.62308 -0.25 -0.50 0.26 -0.173
C -0.79960 4.53129 -0.19792 -0.50 -0.26 -0.43 -0.166
Si -2.98810 0.69689 -1.04202 -2.64 -1.69 0.69 0.335
C -2.89640 -0.32261 0.51948 0.63 0.00 0.72 -0.209
C -3.71980 -0.37561 -2.38112 0.78 1.01 -0.78 -0.203
C -4.10490 2.16439 -0.75982 0.75 0.83 -0.15 -0.154
H -2.01060 4.03169 -5.03192 0.12 -0.34 0.47 0.085
H -1.83090 4.44389 -3.27922 -0.35 -0.23 -0.48 0.042
H -3.07260 3.23389 -3.80422 0.35 0.47 -0.20 0.040
H -1.12900 1.32149 -6.06892 -0.03 -0.13 0.56 0.077
H -2.19490 0.50109 -4.86782 0.45 0.02 -0.31 0.030
H -0.43440 0.09319 -4.93422 -0.53 0.39 -0.35 0.001
H 0.91200 3.29209 -5.24542 -0.06 -0.22 0.54 0.077
H 1.64530 2.12349 -4.07102 -0.15 0.57 -0.17 0.043
H 1.11960 3.77239 -3.52002 0.15 -0.33 -0.46 0.036
H 2.38550 2.11179 -0.37122 0.11 0.49 -0.07 0.018
H 2.30630 3.78099 0.32638 -0.17 -0.37 -0.40 0.073
H 2.03420 3.52849 -1.43832 0.16 -0.24 0.49 0.042
H 0.35140 1.19769 1.68548 -0.38 1.59 -0.23 -0.013
H -1.21070 2.10469 1.87048 0.48 0.01 0.09 0.063
H 0.34420 2.88509 2.34498 -0.22 -0.28 -0.41 0.093
H -0.66270 4.95929 -1.21122 -0.16 -0.01 0.59 0.047
H -0.35590 5.21609 0.55328 -0.19 -0.37 -0.38 0.077
H -1.88100 4.40729 0.01148 0.50 0.37 -0.14 0.043
H -2.23660 -1.19801 0.35078 -0.74 0.89 0.60 -0.002
H -3.91410 -0.67381 0.78728 0.49 0.25 -0.07 0.075
H -2.49530 0.28599 1.35088 -0.51 -0.18 -0.17 0.013
H -3.05280 -1.24181 -2.56972 -0.76 0.85 -0.25 0.030
H -3.84050 0.21909 -3.30682 -0.09 -0.39 0.32 0.061
H -4.71570 -0.73951 -2.05522 0.80 1.73 -0.23 0.049
H -3.69450 2.78869 0.05888 -0.47 -0.12 -0.41 0.041
H -5.11620 1.80679 -0.47752 0.56 0.01 -0.15 0.082
H -4.17360 2.76549 -1.68802 -0.15 -0.13 0.60 0.047
H 0.64480 -0.69821 -3.39772 0.13 -0.28 0.29 -0.047